137
Properties=species:S:1:pos:R:3:forces:R:3:lowdin_charge:R:1 method="wB97M-V/def2-TZVPD" total_charge=-1 total_energy_ha=-4552.9689 largest_force_ev_per_a=0.53
B 3.31691 -2.22655 -0.33442 -0.08 0.03 0.10 -0.43
C 3.63286 -2.25169 1.27783 0.19 -0.04 0.05 -0.26
C 2.52533 -2.89993 2.12387 -0.18 -0.13 -0.23 -0.25
C 2.17225 -2.28370 3.47718 -0.39 0.07 0.21 -0.23
C 1.95729 -0.76339 3.51688 -0.15 0.17 0.03 -0.22
C 0.77083 -0.25389 2.65008 0.24 -0.17 -0.35 -0.19
C 1.20480 0.80110 1.60711 -0.33 -0.01 0.19 -0.19
C 0.12654 1.22017 0.57711 0.30 0.03 -0.04 -0.19
C 0.07850 0.36128 -0.70757 -0.12 0.14 0.45 -0.19
C -0.60670 -1.00525 -0.67861 0.09 -0.11 -0.13 -0.20
C -2.10351 -1.01089 -0.33581 -0.03 -0.27 0.08 -0.19
C -2.42985 -1.27665 1.13938 0.04 0.41 0.04 -0.21
C -3.94022 -1.38557 1.43171 0.12 0.02 0.30 -0.22
C -4.36926 -0.68379 2.73677 0.10 0.07 -0.08 -0.27
C -4.34816 0.85117 2.65281 0.38 -0.20 -0.01 -0.12
H 3.57507 -1.12797 -0.84862 0.03 -0.04 -0.11 0.01
H 2.11117 -2.44473 -0.53610 0.40 0.18 0.24 0.02
H 3.98124 -3.09219 -0.92472 -0.03 0.03 0.04 0.02
H 3.84773 -1.23559 1.63678 -0.03 -0.12 0.02 0.05
H 4.55416 -2.83383 1.42913 0.01 0.26 0.13 0.07
H 2.79731 -3.94736 2.32080 -0.19 0.06 -0.12 0.10
H 1.60077 -2.94075 1.52468 0.21 0.01 0.12 0.07
H 1.21213 -2.73458 3.78075 0.19 -0.03 0.14 0.10
H 2.89897 -2.57227 4.25093 0.03 0.15 -0.15 0.10
H 2.86592 -0.24058 3.19394 -0.07 -0.12 0.11 0.09
H 1.79595 -0.49277 4.57130 0.03 0.09 -0.19 0.09
H -0.01620 0.19116 3.27765 0.12 -0.13 -0.05 0.10
H 0.31285 -1.11178 2.13787 0.09 0.18 0.08 0.09
H 2.09293 0.44851 1.06510 -0.12 -0.02 0.10 0.11
H 1.50568 1.69587 2.17788 0.05 -0.16 -0.19 0.11
H 0.38449 2.23290 0.23682 -0.17 -0.21 0.19 0.08
H -0.85759 1.30367 1.06528 0.11 -0.08 -0.12 0.10
H -0.42370 0.94985 -1.48962 0.23 -0.05 0.06 0.08
H 1.12064 0.19788 -1.01492 -0.14 0.05 -0.12 0.11
H -0.06643 -1.71462 -0.03679 -0.11 0.18 -0.11 0.09
H -0.48644 -1.39699 -1.69547 -0.03 -0.07 0.20 0.10
H -2.57056 -0.06222 -0.64854 0.02 -0.11 0.08 0.09
H -2.58782 -1.80722 -0.92111 0.02 0.16 0.04 0.11
H -1.91715 -2.19584 1.45089 -0.07 0.14 -0.04 0.12
H -2.00713 -0.46842 1.75041 0.00 -0.14 -0.09 0.08
H -4.19217 -2.45011 1.51448 -0.16 0.17 -0.17 0.10
H -4.51327 -0.95808 0.59664 0.03 -0.12 0.09 0.10
H -3.69358 -1.01203 3.53973 -0.15 0.04 -0.06 0.11
H -5.37784 -1.00755 3.02258 0.09 -0.02 -0.09 0.09
H -3.31954 1.23182 2.61784 -0.14 -0.06 -0.07 0.07
H -4.81875 1.31522 3.52698 -0.03 -0.11 -0.19 0.06
H -4.84540 1.20550 1.74330 -0.07 -0.02 0.19 0.07
C 2.48897 -4.97102 -2.63389 0.00 0.03 0.03 -0.06
C 2.12597 -3.51701 -2.86473 0.03 -0.03 0.28 -0.31
O 0.86756 -3.43239 -2.23484 -0.38 0.02 -0.30 0.09
C 0.79822 -4.36759 -1.26144 0.26 -0.07 0.02 -0.58
O -0.03347 -4.41605 -0.41369 -0.05 -0.07 -0.15 0.15
O 1.79945 -5.26805 -1.41686 -0.11 -0.06 -0.05 0.07
F 1.96924 -3.24674 -4.20171 -0.15 -0.15 -0.33 0.03
H 2.06750 -5.58515 -3.43582 0.01 0.02 -0.06 0.13
H 3.55226 -5.16187 -2.53615 -0.04 0.12 0.28 0.11
H 2.79440 -2.78588 -2.41109 0.01 -0.06 -0.23 0.09
C -2.51562 2.63948 -2.24904 -0.01 -0.08 -0.10 -0.04
C -3.38885 3.38427 -3.23913 0.00 -0.01 -0.08 -0.30
O -2.62516 4.54165 -3.52397 0.06 0.04 -0.09 0.13
C -1.31819 4.24443 -3.28341 0.17 -0.23 -0.28 -0.55
O -0.39223 4.89153 -3.65865 -0.15 0.28 0.12 0.16
O -1.21138 3.08232 -2.63513 -0.02 0.11 0.37 0.05
F -4.58988 3.75432 -2.72366 0.10 0.04 0.08 0.07
H -2.72163 2.95978 -1.23101 -0.09 0.04 0.16 0.14
H -2.57472 1.55834 -2.32801 0.10 0.01 -0.08 0.13
H -3.56878 2.85244 -4.17556 -0.09 -0.03 0.05 0.17
C 5.18981 -7.02230 -5.79215 0.00 0.02 -0.07 -0.05
C 6.62734 -6.58199 -5.99840 -0.03 -0.01 0.13 -0.32
O 6.75766 -5.52479 -5.08393 0.19 -0.07 0.10 0.13
C 5.85421 -5.70988 -4.07110 -0.09 0.11 -0.03 -0.53
O 5.85058 -5.12008 -3.05066 0.06 -0.07 -0.11 0.21
O 4.97076 -6.67871 -4.42727 -0.04 -0.02 0.05 0.06
F 6.85563 -6.11558 -7.25545 -0.07 0.06 -0.09 0.06
H 4.52434 -6.43703 -6.42963 0.03 -0.02 -0.06 0.15
H 5.02082 -8.08421 -5.94246 0.02 -0.02 0.09 0.14
H 7.37689 -7.34436 -5.77720 0.02 -0.01 -0.12 0.17
C -6.09287 6.04351 3.00680 -0.04 -0.06 0.04 -0.05
C -6.10153 4.64434 3.58620 0.10 0.00 0.04 -0.31
O -5.30453 3.92251 2.67715 0.06 -0.02 0.09 0.12
C -4.45294 4.79826 2.07268 0.18 -0.07 -0.09 -0.55
O -3.50492 4.48477 1.43672 -0.12 0.00 -0.08 0.18
O -4.83288 6.06693 2.33234 -0.03 0.15 -0.04 0.08
F -7.34236 4.09884 3.63302 -0.09 -0.01 -0.09 0.07
H -6.89770 6.15502 2.27840 -0.05 -0.01 0.04 0.15
H -6.13033 6.81216 3.76938 0.10 0.09 -0.09 0.11
H -5.65409 4.56852 4.57994 -0.10 -0.01 0.04 0.16
C 2.19389 3.12470 -3.15340 -0.08 -0.02 0.07 -0.04
C 2.60050 3.84338 -1.88298 0.14 0.04 -0.15 -0.30
O 3.83917 3.23020 -1.56388 0.09 0.18 0.07 0.14
C 4.38639 2.74384 -2.70299 0.12 -0.13 -0.09 -0.55
O 5.51073 2.38467 -2.82760 -0.16 0.05 0.04 0.17
O 3.47109 2.76335 -3.70172 -0.06 -0.12 -0.09 0.06
F 1.73519 3.66659 -0.86455 0.04 -0.06 0.01 0.08
H 1.62019 2.22676 -2.91736 -0.02 0.01 0.10 0.13
H 1.64524 3.75115 -3.84605 0.06 0.00 -0.07 0.12
H 2.77038 4.91519 -2.00872 -0.11 0.02 0.05 0.17
C 8.30540 -4.72121 -10.35802 0.04 -0.02 0.12 -0.04
C 9.55829 -5.50983 -10.68949 -0.05 0.04 -0.06 -0.32
O 9.04525 -6.59304 -11.43516 0.10 0.00 -0.19 0.13
C 7.87120 -6.20381 -12.01056 -0.06 -0.02 0.08 -0.55
O 7.30904 -6.79762 -12.86611 0.03 0.02 0.08 0.18
O 7.45858 -5.03700 -11.46470 -0.07 0.00 -0.05 0.07
F 10.18834 -5.98092 -9.58862 -0.07 -0.06 0.06 0.08
H 7.86049 -5.09623 -9.43484 0.04 0.01 0.03 0.13
H 8.45644 -3.64826 -10.29498 -0.03 0.01 -0.11 0.14
H 10.28748 -4.97476 -11.30117 0.06 0.01 0.09 0.17
C -4.48845 4.96206 8.16179 0.00 -0.02 0.10 -0.03
C -5.92699 5.13442 8.61199 -0.02 -0.16 -0.13 -0.31
O -6.31254 6.32495 7.94712 -0.13 -0.03 -0.11 0.14
C -5.53876 6.46657 6.84203 0.09 0.05 0.02 -0.55
O -5.74740 7.22826 5.95514 -0.03 -0.03 0.16 0.17
O -4.50323 5.60078 6.88226 0.02 0.01 -0.08 0.07
F -6.03558 5.31520 9.94905 0.08 0.12 0.10 0.08
H -3.81716 5.50670 8.82767 -0.01 -0.04 0.05 0.15
H -4.17178 3.92879 8.06328 -0.04 0.00 -0.10 0.15
H -6.59732 4.32569 8.31800 0.00 -0.02 0.12 0.17
C -6.39470 2.59788 13.27059 -0.02 0.06 0.07 -0.05
C -7.84664 2.94152 12.99275 0.05 -0.08 -0.02 -0.32
O -7.84938 3.11847 11.59250 -0.16 -0.19 -0.10 0.13
C -6.82717 2.39260 11.06312 0.09 0.17 -0.01 -0.55
O -6.68882 2.16124 9.90884 0.03 0.10 0.05 0.18
O -5.99703 1.97971 12.04712 0.05 -0.05 -0.08 0.08
F -8.23429 4.08945 13.59328 0.07 0.09 -0.03 0.08
H -5.81892 3.51231 13.42272 -0.03 0.02 0.04 0.15
H -6.24636 1.91352 14.09991 -0.01 -0.08 -0.06 0.14
H -8.56050 2.15735 13.25216 -0.03 0.06 0.08 0.17
C 2.20464 -0.79022 -5.72534 0.15 -0.01 -0.15 -0.06
C 2.33119 0.53475 -6.45480 0.08 -0.05 0.17 -0.31
O 1.08454 1.14590 -6.19211 -0.10 0.23 0.12 0.13
C 0.60448 0.63504 -5.02000 0.43 -0.28 0.14 -0.54
O -0.26440 1.11196 -4.37124 -0.33 0.05 -0.26 0.17
O 1.30660 -0.46089 -4.67204 -0.22 0.11 0.07 0.08
F 2.48022 0.37888 -7.79601 -0.10 -0.05 -0.06 0.06
H 1.74524 -1.53378 -6.37973 0.06 -0.01 0.00 0.14
H 3.13538 -1.16838 -5.31446 -0.05 0.05 0.08 0.14
H 3.12730 1.18539 -6.08833 0.05 -0.02 -0.08 0.17